No. 1
Density functional theory data (ωB97M-V/def2-TZVPD) for a structure of composition C45H59BIrNO2P2Te.

Its total charge is +3. The calculation puts the HOMO energy (spin up / spin down) at -13.782 / -15.763 eV. Its multiplicity is 6. As for the frontier orbital gap (spin up / spin down): 6.6 / 5.3 eV.

Geometry (Å):
Ir 0.401 -0.321 0.595
Te 1.520 5.525 -3.377
P -1.079 1.624 0.808
P -2.182 0.596 -1.681
O -0.793 -1.623 -1.915
O 1.049 -2.794 -1.295
N -2.447 1.435 -0.269
C 0.539 -1.640 2.674
C -1.914 1.793 2.397
C -2.460 2.975 4.419
C -1.833 2.941 3.180
C -5.994 -1.349 -3.162
C -0.757 5.635 -0.016
C -2.623 0.682 2.862
C 0.791 -4.885 -2.481
C 2.311 -0.096 1.971
C 0.146 7.107 -3.610
C -0.113 1.944 -4.907
C 4.011 -0.849 0.248
C 0.777 0.619 3.860
C -5.541 -1.584 -1.865
C 1.184 -0.378 2.807
C -3.173 1.875 4.870
C -1.289 4.364 0.134
C 1.454 4.768 0.393
C -4.147 0.136 -3.569
C -0.535 1.163 -3.840
C 3.147 1.149 2.151
C -1.543 3.742 -4.156
C -5.300 -0.497 -4.009
C -3.701 -0.086 -2.265
C -1.428 -2.687 -4.014
C -3.261 0.727 4.088
C -1.955 2.973 -3.078
C -0.877 -2.920 -2.624
C -4.391 -0.966 -1.417
C -0.452 3.285 0.429
C 0.614 5.840 0.126
C 2.372 -2.450 1.255
C 0.604 -3.384 -2.558
C -1.468 1.671 -2.938
C -0.644 -2.026 3.528
C 3.199 -3.560 0.683
C 2.651 5.986 -5.098
C -1.818 -3.796 -1.815
C 2.826 -1.117 1.130
C 1.471 -2.786 -3.654
C 1.158 -2.679 1.910
C -3.808 1.879 0.127
C 0.919 3.493 0.534
C -0.629 3.224 -5.074
C 0.528 -4.040 1.852
B 0.267 -1.714 -1.019
H 3.356 1.648 1.206
H -1.478 -2.380 2.923
H 1.237 -3.222 -4.625
H -0.256 7.063 -4.621
H -1.973 4.724 -4.308
H 0.704 -4.500 0.882
H 2.826 -4.538 0.969
H 1.568 2.654 0.746
H -2.360 4.229 0.060
H 1.974 6.075 -5.945
H -2.795 -3.315 -1.763
H -1.281 3.807 2.837
H 0.300 -5.310 -1.608
H -1.417 6.475 -0.195
H 0.962 -4.693 2.615
H 4.224 -3.477 1.048
H -2.460 -2.338 -3.946
H 0.387 -5.365 -3.374
H 4.102 0.197 -0.027
H -3.728 2.732 0.796
H 3.952 -1.441 -0.663
H -3.664 1.909 5.834
H 2.518 -2.996 -3.433
H 4.115 0.865 2.571
H 4.933 -1.138 0.761
H -0.165 0.153 -3.715
H -0.542 -4.006 2.028
H -2.669 -0.219 2.258
H -0.843 -1.960 -4.575
H 0.589 1.543 -5.626
H -4.356 1.099 0.652
H 1.448 0.520 4.718
H 1.348 -1.702 -3.714
H -3.820 -0.129 4.443
H -1.444 -3.950 -0.801
H -2.394 3.865 5.030
H -2.687 3.361 -2.380
H -4.365 2.167 -0.762
H 2.699 1.868 2.828
H -1.430 -3.624 -4.573
H 1.853 -5.120 -2.429
H 3.230 -3.515 -0.405
H 0.685 8.043 -3.465
H -3.611 0.805 -4.229
H -1.006 -1.216 4.148
H 1.019 6.844 0.062
H -0.636 6.995 -2.866
H -6.084 -2.257 -1.216
H -0.353 3.805 -5.946
H 3.378 5.195 -5.256
H -0.238 0.479 4.212
H 2.519 4.924 0.513
H -1.944 -4.770 -2.287
H -6.894 -1.838 -3.511
H -5.659 -0.321 -5.014
H 0.852 1.644 3.502
H 3.155 6.936 -4.920
H -4.017 -1.175 -0.420
H -0.360 -2.846 4.191

=====

No. 2
Density functional theory data (ωB97M-V/def2-TZVPD) for a structure of composition C45H59HfN6O4P3S4.

Its total charge is 0. The calculation puts the HOMO energy at -6.968 eV. As for the frontier orbital gap: 7.1 eV.

Geometry (Å):
Hf 0.238 0.270 -1.161
S 0.045 3.612 -4.983
S -0.616 2.437 -2.315
S 0.500 -0.498 -3.616
S 1.000 1.067 -6.109
P 1.182 1.039 1.492
P 0.284 3.933 0.809
P -1.878 -2.327 -0.665
O 0.928 3.337 -7.454
O 1.792 -0.943 -0.708
O -1.876 1.758 0.252
O 3.398 -2.464 -0.920
N -0.987 -3.535 0.065
N -1.347 -0.862 -0.757
N 1.018 2.716 1.834
N -3.253 -2.331 0.301
N 2.308 1.618 -1.709
N -2.194 -3.014 -2.146
C 0.004 2.206 -3.935
C -5.423 -1.201 -0.090
C -2.624 -4.407 -2.282
C -1.139 7.000 3.111
C 0.688 -3.124 1.850
C 3.641 -0.441 -2.160
C 5.037 1.429 2.914
C -2.671 -2.175 -3.251
C 3.035 4.291 -0.004
C 0.443 1.042 -4.445
C 4.000 4.828 -0.849
C -1.720 -0.478 3.932
C 2.281 5.937 -2.105
C 0.993 -4.992 0.181
C -4.029 -1.118 0.529
C 1.594 -4.278 1.401
C 5.567 0.164 2.709
C 3.725 1.709 2.551
C -2.130 -5.006 -3.595
C -6.160 -2.439 0.417
C 4.766 -0.835 2.171
C 0.202 -4.023 -0.683
C 3.654 0.998 -1.650
C 3.627 5.658 -1.896
C 1.688 4.577 -0.196
C 0.185 5.268 2.072
C 2.932 0.732 1.958
C -5.325 -3.689 0.155
C 0.353 0.254 2.928
C -3.932 -3.538 0.761
C -0.064 7.348 3.914
C -2.181 -2.713 -4.588
C -2.610 -4.166 -4.777
C 0.701 2.789 -6.410
C 2.932 -1.391 -1.226
C 0.335 -0.658 5.161
C 1.321 5.393 -1.268
C -1.014 5.959 2.197
C 1.265 5.631 2.881
C 1.140 6.660 3.800
C -1.039 -0.832 5.089
C -0.769 -3.416 1.527
C 3.458 -0.554 1.808
C 1.032 -0.121 4.085
C -1.027 0.058 2.858
H 0.966 -2.209 1.324
H -2.337 -1.153 -3.094
H 2.842 -1.350 1.419
H 4.368 1.578 -2.236
H 3.315 2.689 2.749
H 0.853 -3.199 -0.983
H 3.129 -0.475 -3.124
H 3.334 3.626 0.793
H -1.092 -2.647 -4.611
H -2.213 -4.563 -5.713
H 2.581 -3.890 1.141
H -5.985 -0.294 0.148
H -1.037 -5.038 -3.593
H 1.980 6.559 -2.940
H 0.269 5.586 -1.454
H 1.725 -4.991 2.219
H -2.791 -0.628 3.862
H -1.578 -1.253 5.929
H -4.037 -3.479 1.855
H 2.089 1.845 -2.679
H 5.644 2.207 3.363
H 2.338 2.522 -1.241
H -3.474 -0.297 0.087
H 2.214 5.117 2.777
H -2.182 2.244 -0.527
H -5.232 -3.838 -0.923
H -7.140 -2.528 -0.056
H 5.046 4.596 -0.687
H 1.984 6.937 4.418
H -0.134 -4.520 -1.590
H -4.129 -0.949 1.613
H -2.566 -2.085 -5.395
H 4.377 6.078 -2.553
H -5.810 -4.574 0.573
H -6.331 -2.337 1.496
H 5.152 -1.836 2.029
H -2.652 1.312 0.601
H -3.309 -4.403 0.547
H 4.654 -0.812 -2.300
H -5.317 -1.253 -1.178
H -2.267 -4.982 -1.431
H 1.782 -5.440 -0.425
H 0.327 -5.798 0.500
H -2.076 7.535 3.196
H -1.542 0.293 1.941
H -0.161 8.156 4.628
H 0.874 -0.945 6.055
H 0.792 -2.932 2.919
H -1.858 5.680 1.577
H 0.822 2.893 2.813
H 3.986 1.025 -0.611
H -3.722 -4.456 -2.286
H -1.073 -4.350 2.014
H 6.593 -0.047 2.982
H -3.704 -4.224 -4.838
H -2.494 -6.033 -3.675
H 2.106 -0.009 4.152
H -3.774 -2.178 -3.257
H -1.410 -2.628 1.919

=====

ΔE to the lowest compared entry with this formula, charge and spin / kcal/mol: 0.0 0.0
Calculated total energy / hartree: -3034.40612 -5044.83082